1.
Formula: C45H50NO9Si2Yb
Source: the Open Molecules 2025 dataset
Level of theory: wB97M-V/def2-TZVPD

## Properties
spin multiplicity	2
LUMO (spin up / spin down)	4.12 / 4.12	eV
total charge	-2
HOMO energy (spin up / spin down)	0.4 / -0.1	eV
HOMO-LUMO gap (spin up / spin down)	3.71 / 4.24	eV

Cartesian coordinates (Å):
Yb 1.611 -0.581 -0.192
O 4.408 -3.046 -5.588
C 3.763 -2.544 -4.497
C 3.970 -2.969 -3.139
C 3.544 -2.156 -2.089
N 2.720 -1.133 -2.262
C 2.279 -0.911 -3.531
C 2.770 -1.574 -4.673
C 1.356 0.237 -3.656
O 1.186 0.906 -4.677
O 0.930 0.642 -2.459
C 3.912 -2.627 -0.687
O 4.974 -3.258 -0.484
O 3.149 -2.244 0.319
H 5.333 -3.190 -5.308
H 4.444 -3.884 -2.813
H 2.391 -1.494 -5.628
C -4.628 0.690 2.388
C -3.547 -0.371 2.552
C -4.036 -1.479 3.443
O -2.305 0.162 3.097
C -1.471 0.409 1.944
C -1.878 -0.544 0.800
O -3.269 -0.873 1.222
C -1.190 -1.908 0.205
O -0.083 -1.676 -0.513
C -2.267 -2.508 -0.828
C -3.286 -1.751 -1.388
C -3.921 -2.227 -2.546
C -3.707 -3.464 -3.030
C -2.786 -4.275 -2.384
C -2.035 -3.846 -1.318
C -0.956 -3.071 1.335
C -1.986 -3.869 1.942
C -1.594 -4.921 2.790
C -0.282 -5.227 3.024
C 0.656 -4.300 2.658
C 0.362 -3.361 1.689
C 0.004 0.855 2.416
O 0.841 0.760 1.321
C -0.022 2.342 2.857
C -0.958 2.861 3.710
C -0.699 4.020 4.479
C 0.247 4.918 3.980
C 1.017 4.615 2.896
C 0.945 3.262 2.368
C 0.567 0.098 3.650
C 1.692 -0.721 3.508
C 2.048 -1.670 4.474
C 1.333 -1.784 5.634
C 0.263 -0.934 5.833
C -0.183 -0.007 4.856
H -4.643 1.349 3.234
H -5.647 0.228 2.252
H -4.392 1.350 1.561
H -4.099 -1.134 4.493
H -3.372 -2.342 3.441
H -5.016 -1.739 3.114
H -1.835 1.360 1.523
H -1.972 0.148 -0.096
H -3.367 -0.744 -0.985
H -4.534 -1.596 -3.195
H -4.299 -3.757 -3.904
H -2.628 -5.248 -2.841
H -1.166 -4.395 -0.906
H -3.036 -3.801 1.589
H -2.375 -5.576 3.191
H 0.042 -6.133 3.553
H 1.671 -4.341 3.098
H 1.234 -2.793 1.230
H -1.835 2.191 3.922
H -1.190 4.390 5.390
H 0.402 5.862 4.460
H 1.791 5.256 2.477
H 1.617 2.897 1.575
H 2.378 -0.656 2.703
H 2.922 -2.285 4.214
H 1.564 -2.595 6.358
H -0.319 -1.057 6.741
H -1.100 0.520 4.945
C 3.535 2.570 -4.055
Si 2.581 2.857 -2.381
C 3.766 2.057 -1.245
C 2.186 4.602 -2.028
C 0.862 2.063 -2.225
Si -0.730 2.724 -3.220
C -2.044 1.479 -3.635
C -1.344 4.097 -2.090
C -0.074 3.564 -4.825
H 4.523 3.093 -3.896
H 2.967 3.009 -4.911
H 3.676 1.467 -4.305
H 3.223 1.452 -0.464
H 4.341 2.768 -0.565
H 4.370 1.370 -1.837
H 3.068 5.123 -1.618
H 1.460 4.695 -1.209
H 1.831 5.086 -2.957
H 0.654 2.109 -1.078
H -2.429 1.637 -4.646
H -2.922 1.582 -2.974
H -1.761 0.443 -3.583
H -1.189 3.701 -1.041
H -2.401 4.298 -2.308
H -0.665 4.933 -2.284
H -0.902 3.741 -5.545
H 0.767 3.204 -5.441
H 0.233 4.538 -4.468

---

2.
Formula: C21H48BrN3O3P
Source: the Open Molecules 2025 dataset
Level of theory: wB97M-V/def2-TZVPD

## Properties
spin multiplicity	2
LUMO (spin up / spin down)	0.42 / 0.40	eV
HOMO energy (spin up / spin down)	-8.1 / -8.1	eV
HOMO-LUMO gap (spin up / spin down)	8.52 / 8.50	eV

Cartesian coordinates (Å):
C -1.173 0.182 -0.606
C -1.955 -0.280 0.633
C -1.238 0.228 1.882
C -2.081 -1.802 0.721
C -3.039 -2.446 -0.272
O -2.518 -2.420 -1.622
P -2.957 -4.323 -0.010
O -3.945 -4.790 -1.237
Br -4.369 -4.636 1.693
C -4.413 -1.813 -0.179
C -4.478 -0.271 -0.110
C -4.557 0.384 -1.508
C -5.720 0.111 0.693
N -3.314 0.312 0.627
O -3.341 1.587 0.714
H -1.679 -0.014 -1.546
H -0.984 1.253 -0.528
H -0.215 -0.342 -0.641
H -0.892 1.250 1.738
H -1.915 0.229 2.737
H -0.384 -0.414 2.109
H -2.447 -2.067 1.721
H -1.082 -2.234 0.613
H -2.945 -1.708 -2.126
H -3.743 -4.250 -2.021
H -5.008 -2.127 -1.040
H -4.915 -2.226 0.695
H -4.955 -0.319 -2.242
H -3.588 0.741 -1.849
H -5.217 1.249 -1.490
H -5.730 -0.385 1.664
H -5.734 1.189 0.847
H -6.616 -0.182 0.140
C 3.746 5.583 1.723
C 2.930 5.210 0.495
N 2.491 3.824 0.503
C 1.989 3.369 -0.781
C 0.717 4.018 -1.336
C 1.735 3.413 1.676
C 0.453 4.182 2.013
H 4.577 4.889 1.855
H 4.150 6.590 1.607
H 3.145 5.575 2.633
H 3.551 5.335 -0.397
H 2.099 5.926 0.391
H 1.834 2.291 -0.708
H 2.796 3.513 -1.506
H -0.175 3.697 -0.798
H 0.588 3.734 -2.383
H 0.763 5.107 -1.296
H 2.402 3.462 2.540
H 1.500 2.351 1.552
H 0.602 5.262 1.959
H 0.142 3.947 3.033
H -0.375 3.924 1.352
C 2.807 -0.706 0.404
C 2.381 -2.159 0.290
N 2.387 -2.646 -1.078
C 1.681 -3.903 -1.242
C 2.250 -5.149 -0.555
C 3.646 -2.513 -1.795
C 4.886 -3.171 -1.178
H 2.212 -0.084 -0.264
H 2.665 -0.352 1.427
H 3.859 -0.563 0.154
H 1.352 -2.258 0.651
H 2.998 -2.767 0.972
H 1.580 -4.097 -2.314
H 0.664 -3.737 -0.869
H 3.137 -5.528 -1.061
H 1.501 -5.943 -0.561
H 2.512 -4.951 0.485
H 3.850 -1.447 -1.924
H 3.482 -2.908 -2.801
H 4.968 -2.946 -0.113
H 5.786 -2.788 -1.663
H 4.883 -4.254 -1.291

---

3.
Formula: C44H46Br2CsN12O4PS
Source: the Open Molecules 2025 dataset
Level of theory: wB97M-V/def2-TZVPD

## Properties
LUMO	3.51	eV
total charge	-2
HOMO energy	-2.3	eV
HOMO-LUMO gap	5.78	eV

Cartesian coordinates (Å):
Cs -0.219 -0.564 1.602
C 4.831 -5.501 2.297
N 4.093 -4.262 2.237
C 4.333 -3.139 2.991
C 3.416 -2.208 2.586
N 2.634 -2.726 1.595
C 3.049 -3.955 1.411
P 2.170 -5.117 0.312
C 0.522 -4.655 0.945
N -0.383 -3.924 0.347
C -1.393 -3.749 1.253
C -1.086 -4.382 2.419
N 0.135 -4.976 2.219
C 0.921 -5.642 3.233
C 2.350 -4.115 -1.208
N 3.485 -3.471 -1.396
C 3.360 -2.846 -2.604
C 2.148 -3.137 -3.155
N 1.515 -3.976 -2.276
C 0.193 -4.532 -2.518
H 5.875 -5.340 2.024
H 4.786 -5.928 3.301
H 4.392 -6.206 1.594
H 5.106 -3.114 3.741
H 3.244 -1.224 2.988
H -2.262 -3.159 1.006
H -1.584 -4.419 3.372
H 0.328 -5.704 4.142
H 1.196 -6.649 2.914
H 1.824 -5.071 3.456
H 4.133 -2.203 -2.992
H 1.666 -2.807 -4.058
H 0.155 -4.885 -3.550
H 0.019 -5.369 -1.850
H -0.580 -3.788 -2.336
C -2.277 5.941 -7.932
O -1.891 6.132 -6.593
C -0.620 5.734 -6.252
C -0.315 5.766 -4.892
C 0.931 5.379 -4.448
C 1.909 4.950 -5.353
C 1.608 4.958 -6.704
C 0.345 5.334 -7.162
N 3.246 4.685 -4.931
N 3.506 3.825 -4.049
C 2.632 2.874 -3.558
C 1.529 2.323 -4.230
C 0.766 1.313 -3.704
C 1.003 0.764 -2.402
O 0.286 -0.116 -1.895
C 2.182 1.306 -1.691
N 2.436 0.787 -0.473
C 3.497 1.195 0.178
C 4.379 2.162 -0.330
C 4.116 2.724 -1.549
C 2.987 2.302 -2.283
H -3.330 6.210 -7.990
H -2.153 4.898 -8.239
H -1.706 6.580 -8.614
H -1.079 6.086 -4.195
H 1.153 5.382 -3.389
H 2.373 4.653 -7.408
H 0.139 5.311 -8.223
H 1.289 2.669 -5.226
H -0.056 0.891 -4.272
H 3.673 0.747 1.152
H 5.245 2.462 0.248
H 4.755 3.488 -1.972
Br 2.396 -0.297 6.289
C 0.517 -0.564 6.137
C -0.282 -0.286 7.241
C -1.639 -0.459 7.180
Br -2.681 -0.066 8.732
C -2.255 -0.922 5.993
C -3.647 -1.107 5.838
C -4.146 -1.544 4.645
C -3.252 -1.818 3.596
N -1.957 -1.676 3.711
C -1.437 -1.218 4.870
C 0.029 -1.029 4.893
O 0.740 -1.258 3.889
H 0.179 0.070 8.152
H -4.305 -0.884 6.667
H -5.211 -1.672 4.496
H -3.624 -2.159 2.634
S -3.436 -2.367 -1.588
C -3.485 -0.666 -1.546
N -2.471 0.094 -1.941
C -2.489 1.549 -1.856
C -3.334 1.984 -0.675
C -4.717 1.379 -0.819
N -4.609 -0.046 -1.120
H -1.558 -0.336 -2.095
H -2.871 1.968 -2.797
H -1.456 1.874 -1.744
H -3.409 3.072 -0.641
H -2.867 1.627 0.257
H -5.282 1.878 -1.617
H -5.279 1.488 0.110
H -5.294 -0.683 -0.753
C -3.371 2.322 3.692
C -2.227 2.348 2.661
C -0.916 2.728 3.377
O -2.111 1.170 1.997
H -3.535 3.297 4.170
H -3.143 1.586 4.470
H -4.294 2.011 3.196
H -2.460 3.206 1.972
H -0.736 2.049 4.218
H -0.932 3.753 3.767
H -0.072 2.634 2.687

---

4.
Formula: C5H10O
Source: the Open Molecules 2025 dataset
Level of theory: wB97M-V/def2-TZVPD

## Properties
relative energy (zero: lowest compared OMol25 entry of this formula, charge and spin)	4.097	eV
LUMO	0.53	eV
HOMO energy	-8.3	eV
HOMO-LUMO gap	8.79	eV

Cartesian coordinates (Å):
O 1.001 0.988 1.028
C 1.135 -0.049 0.039
C 0.592 0.513 -1.220
C -1.153 0.835 0.266
C -1.216 -0.662 0.286
C 0.233 -1.192 0.476
H 0.883 1.797 0.504
H 2.199 -0.303 0.063
H 1.292 1.195 -1.743
H 0.217 -0.209 -1.964
H -1.690 1.418 -0.451
H -1.227 1.273 1.282
H -1.863 -1.064 1.079
H -1.618 -0.973 -0.679
H 0.443 -1.419 1.523
H 0.407 -2.100 -0.115

---

5.
Formula: C8H10N3
Source: the Open Molecules 2025 dataset
Level of theory: wB97M-V/def2-TZVPD

## Properties
relative energy (zero: lowest compared OMol25 entry of this formula, charge and spin)	6.427	eV
LUMO (spin up / spin down)	-4.91 / -4.92	eV
total charge	+1
HOMO energy (spin up / spin down)	-13.1 / -13.1	eV
HOMO-LUMO gap (spin up / spin down)	8.16 / 8.16	eV

Cartesian coordinates (Å):
C 0.294 -1.948 1.685
C -0.007 -1.868 0.297
C 0.396 -0.873 2.526
C -0.011 0.662 0.609
C -0.104 -0.559 -0.043
C 0.187 0.482 1.985
C -0.796 0.015 -2.598
C 0.421 1.717 2.786
N -2.040 -0.578 -3.033
N -2.056 0.642 -2.899
N 0.208 0.242 -3.709
H 0.140 -3.067 2.013
H -0.230 -2.753 -0.321
H 0.687 -0.924 3.598
H -0.351 1.615 0.151
H 0.010 2.682 2.460
H 0.330 1.708 3.882
H 1.486 2.010 2.795
H 1.075 0.538 -3.314
H 0.022 0.881 -4.472
H 0.339 -0.623 -4.399

---

6.
Formula: C24H32AsNOPtSTe
Source: the Open Molecules 2025 dataset
Level of theory: wB97M-V/def2-TZVPD

## Properties
relative energy (zero: lowest compared OMol25 entry of this formula, charge and spin)	1.330	eV
LUMO	-0.04	eV
HOMO energy	-6.7	eV
HOMO-LUMO gap	6.71	eV

Cartesian coordinates (Å):
Pt -1.085 0.892 0.723
S -3.045 1.853 2.174
C -3.786 0.657 1.188
C -5.139 0.292 1.125
C -5.518 -0.727 0.283
C -4.563 -1.386 -0.501
C -3.255 -0.975 -0.418
N -2.887 0.024 0.395
H -5.851 0.811 1.750
H -6.557 -1.026 0.233
H -4.833 -2.198 -1.160
H -2.463 -1.432 -0.999
C 2.624 2.204 2.298
C 1.112 2.021 2.379
C 0.440 3.349 2.728
C 0.773 0.970 3.438
O 0.727 1.593 1.078
H 3.036 2.501 3.265
H 2.872 2.972 1.562
H 3.093 1.268 1.988
H 0.656 3.642 3.758
H -0.641 3.261 2.620
H 0.798 4.141 2.067
H 0.976 1.348 4.442
H 1.360 0.063 3.281
H -0.287 0.709 3.389
C -0.006 4.064 -0.885
As -1.123 2.505 -1.129
C -2.862 3.289 -1.477
C -0.622 1.972 -2.935
H -0.074 4.706 -1.764
H 1.018 3.731 -0.727
H -0.341 4.605 -0.003
H -2.797 4.005 -2.296
H -3.213 3.778 -0.571
H -3.564 2.496 -1.735
H -0.688 2.818 -3.620
H -1.290 1.179 -3.271
H 0.398 1.594 -2.931
Te 0.632 -1.480 0.357
C 0.423 -3.523 -0.155
C 0.317 -3.923 -1.485
C 0.198 -5.268 -1.801
C 0.167 -6.220 -0.790
C 0.260 -5.825 0.536
C 0.393 -4.479 0.855
C 2.475 -1.168 -0.605
C 3.572 -1.940 -0.238
C 4.798 -1.731 -0.852
C 4.938 -0.740 -1.814
C 3.847 0.040 -2.168
C 2.613 -0.179 -1.569
H 0.336 -3.181 -2.275
H 0.125 -5.573 -2.837
H 0.072 -7.270 -1.037
H 0.237 -6.564 1.327
H 0.477 -4.173 1.890
H 3.469 -2.702 0.525
H 5.649 -2.338 -0.569
H 5.899 -0.573 -2.284
H 3.952 0.816 -2.915
H 1.758 0.423 -1.842

---

What E_tot values result from the calculations? In sequence: -4214.43928 -4134.25350 -8570.11059 -271.60205 -474.59144 -4084.97907 Eh.